Record 1
100
Properties=species:S:1:pos:R:3 method="wB97M-V/def2-TZVPD" total_charge=+1 relative_energy_kj_mol=115.0 homo_energy_ev=-10.068 e_lumo_ev=-2.15 homo_lumo_gap_ev=7.92
Tl 0.25245 0.60725 0.56509
N -1.33972 2.13858 2.36050
C -0.76958 2.36954 3.63169
C -1.09044 3.45486 4.40188
C -0.55265 3.61325 5.69641
C 0.28634 2.67742 6.22386
C 0.68523 1.57243 5.43520
C 1.58436 0.58552 5.89781
C 1.97627 -0.42142 5.06552
C 1.48735 -0.43065 3.74721
N 0.63595 0.45435 3.28192
C 0.19471 1.43814 4.11659
H -1.77097 1.21623 2.32187
H -2.01639 2.84724 2.11963
H -1.79112 4.19044 4.02278
H -0.84907 4.47332 6.28366
H 0.66102 2.76970 7.23595
H 1.95639 0.65005 6.91389
H 2.67188 -1.18449 5.38713
H 1.83059 -1.18584 3.04654
N -1.44079 1.46757 -2.77958
P -1.75050 2.26765 -1.28823
C -3.08941 3.38122 -1.85642
C -4.37097 2.83118 -1.92917
C -5.44561 3.59336 -2.35790
C -5.25198 4.92336 -2.70813
C -3.98308 5.47923 -2.64107
C -2.90329 4.71382 -2.21809
C -0.39493 3.48903 -1.01440
C 0.79981 3.48905 -1.72955
C 1.83140 4.35880 -1.38814
C 1.67932 5.24301 -0.33243
C 0.48468 5.26733 0.37719
C -0.53589 4.39299 0.04311
P -0.13470 0.31303 -3.03375
C -0.08032 0.41358 -4.86357
C 1.13202 0.64594 -5.50286
C 1.19154 0.70639 -6.89105
C 0.03827 0.53843 -7.63998
C -1.17993 0.30965 -7.00588
C -1.24037 0.24462 -5.62434
C -1.00529 -1.29578 -2.85548
C -0.39107 -2.41661 -3.41916
C -0.95212 -3.67529 -3.27975
C -2.13149 -3.83097 -2.56082
C -2.73766 -2.72678 -1.98480
C -2.17476 -1.46200 -2.12173
H -1.48388 2.11727 -3.55884
H -4.51925 1.78886 -1.66330
H -6.43424 3.15594 -2.41471
H -6.09072 5.52448 -3.03532
H -3.82993 6.51405 -2.92018
H -1.91721 5.15750 -2.18018
H 0.93757 2.82480 -2.57149
H 2.75438 4.33925 -1.95440
H 2.48196 5.91931 -0.06656
H 0.34831 5.96926 1.19038
H -1.47309 4.43782 0.58787
H 2.03465 0.77274 -4.91519
H 2.13806 0.88516 -7.38587
H 0.08460 0.58308 -8.72100
H -2.07921 0.17264 -7.59370
H -2.18464 0.05484 -5.12634
H 0.53036 -2.30004 -3.98138
H -0.47084 -4.53112 -3.73610
H -2.57514 -4.81342 -2.45645
H -3.66240 -2.85274 -1.43588
H -2.66046 -0.59601 -1.68674
C 5.81019 -5.38925 3.93461
C 4.75978 -4.67167 3.13095
C 5.08401 -3.60627 2.30235
C 4.13004 -2.94534 1.53645
C 4.55163 -1.75972 0.70969
C 2.80842 -3.40352 1.59724
Se 1.45865 -2.59032 0.48593
C 2.43211 -4.44212 2.46432
C 1.00279 -4.88649 2.66726
C 3.42645 -5.05620 3.21518
H 6.80666 -5.00796 3.71805
H 5.79429 -6.45730 3.71316
H 5.62366 -5.27563 5.00407
H 6.11391 -3.26703 2.25420
H 5.50574 -1.37690 1.06802
H 3.81082 -0.95918 0.76348
H 4.67505 -2.01889 -0.34206
H 0.35800 -4.59119 1.84182
H 0.59979 -4.43908 3.57945
H 0.94880 -5.96973 2.77489
H 3.14824 -5.86603 3.88379
N -3.70520 -2.99007 1.81148
C -3.26825 -1.74390 1.60050
N -4.10515 -0.89953 0.98249
S -1.73024 -1.26983 2.10871
H -4.64720 -3.27809 1.60853
H -3.09968 -3.62854 2.29416
H -5.05336 -1.14971 0.75775
H -3.81549 0.05362 0.85286
S 3.59408 -4.45829 -2.84085
C 2.81402 -3.51982 -1.85558
N 2.23309 -2.75745 -1.14668

Record 2
19
Properties=species:S:1:pos:R:3 method="wB97M-V/def2-TZVPD" total_charge=0 relative_energy_kj_mol=388.3 homo_energy_ev=-8.817 e_lumo_ev=0.76 smiles=C[C@@H](O)C1(C)CC1 homo_lumo_gap_ev=9.58
C -1.14801 -1.67296 0.52512
C 0.11722 -1.06261 -0.04516
O 0.09846 -1.32812 -1.44385
C 0.35779 0.48947 0.11389
C 0.66066 1.03219 1.48003
C 1.21094 0.68468 -1.07371
C -0.57677 1.11649 -0.83760
H -1.17207 -2.72600 0.22204
H -1.19687 -1.61518 1.61330
H -2.03537 -1.19486 0.09378
H 1.00447 -1.56636 0.36567
H -0.33982 -0.53474 -1.81712
H 1.50292 0.49511 1.93013
H -0.21396 0.94696 2.13333
H 0.92597 2.09190 1.40070
H 1.49673 1.60338 -1.54191
H 1.94125 -0.12253 -1.26472
H -0.52847 2.18221 -1.02613
H -1.63535 0.78440 -0.77306

Record 3
101
Properties=species:S:1:pos:R:3 method="wB97M-V/def2-TZVPD" total_charge=0 relative_energy_kj_mol=219.0 homo_energy_ev=-7.039 e_lumo_ev=-0.01 homo_lumo_gap_ev=7.03
In -0.52806 0.78449 -0.93103
C 2.61578 3.57492 3.68741
C 2.88286 2.06508 3.81707
C 3.81678 1.80887 5.00276
C 1.53107 1.37513 4.01457
C 0.88831 1.30737 5.24606
C -0.38117 0.76830 5.37595
C -1.04620 0.25774 4.27211
C -0.43651 0.27561 3.02538
P -1.18363 -0.42605 1.49793
C -0.80054 -2.18655 1.77859
C -1.34195 -3.10635 0.87731
C -1.05105 -4.45698 1.00746
C -0.22876 -4.89919 2.03264
C 0.31494 -3.98965 2.92362
C 0.04031 -2.63714 2.79224
C -2.95974 -0.36395 1.90335
C -3.64254 0.81858 1.61941
C -4.98570 0.94020 1.93490
C -5.66241 -0.12005 2.52379
C -4.98986 -1.30032 2.80191
C -3.64123 -1.42288 2.49678
C 0.83456 0.85870 2.92783
O 1.35766 0.91126 1.65817
C 2.70912 1.11464 1.49400
C 3.18336 0.80904 0.22547
C 4.54341 0.94591 -0.03781
C 5.38565 1.38592 0.97037
C 4.87050 1.71675 2.22167
C 3.51632 1.60021 2.51013
P 1.97490 0.23126 -0.98006
C 2.16345 -1.54615 -1.11669
C 1.50933 -2.12298 -2.20476
C 1.63054 -3.47920 -2.44272
C 2.37838 -4.26299 -1.57720
C 2.99181 -3.69223 -0.46870
C 2.88680 -2.33063 -0.23075
C 2.60853 0.85316 -2.55898
C 2.44607 2.21249 -2.81123
C 2.90391 2.75878 -3.99562
C 3.52310 1.94643 -4.93936
C 3.69074 0.59447 -4.68662
C 3.23789 0.04415 -3.49339
H 2.14545 3.95363 4.59608
H 1.95153 3.78334 2.84729
H 3.55195 4.11191 3.52610
H 3.37445 2.17272 5.92832
H 4.75751 2.34519 4.88029
H 4.03235 0.74572 5.11447
H 1.37703 1.70511 6.12469
H -0.85490 0.74391 6.34813
H -2.03394 -0.16915 4.37661
H -1.98541 -2.77112 0.06956
H -1.46359 -5.15911 0.29362
H -0.00453 -5.95455 2.13163
H 0.95314 -4.33074 3.72661
H 0.45969 -1.93597 3.50262
H -3.12686 1.63640 1.12900
H -5.50862 1.85923 1.70522
H -6.71513 -0.02811 2.75744
H -5.51356 -2.13147 3.25635
H -3.12360 -2.34906 2.71685
H 4.93348 0.71936 -1.02110
H 6.44388 1.49484 0.77815
H 5.54484 2.09309 2.97899
H 0.91661 -1.50421 -2.87417
H 1.12563 -3.91880 -3.29562
H 2.47267 -5.32655 -1.75783
H 3.55830 -4.30843 0.21592
H 3.38703 -1.88901 0.62501
H 1.92485 2.84466 -2.09912
H 2.75419 3.81123 -4.19457
H 3.86413 2.36913 -5.87520
H 4.16606 -0.04289 -5.42122
H 3.36872 -1.01611 -3.30793
Cl -0.24252 -1.21973 -6.82607
C -1.05930 -0.96108 -5.31531
C -1.55295 0.43344 -5.06556
C -1.17700 1.12466 -3.71297
Cl -1.24062 2.92750 -3.99743
C -2.21920 -0.74321 -2.53585
O -2.07479 -0.61919 -1.23540
C -1.92952 -1.88485 -3.19785
Cl -1.70937 -3.32420 -2.21733
C -1.36864 -2.00158 -4.53674
H -1.44795 1.06215 -5.94598
H -1.08384 -2.99698 -4.85039
O -2.92605 0.35251 -4.62235
C -2.56638 0.57172 -3.25073
O -0.10707 0.77120 -3.01974
C -3.62586 1.37364 -2.52189
C -4.91089 1.23576 -3.04830
C -6.01478 1.83706 -2.47167
C -5.85019 2.59475 -1.32575
C -4.58727 2.74390 -0.78585
C -3.45827 2.15692 -1.36487
S -1.95819 2.64248 -0.50585
H -5.03358 0.63934 -3.94058
H -6.99339 1.70808 -2.91436
H -6.69778 3.07031 -0.84889
H -4.45472 3.33506 0.11154

Record 4
14
Properties=species:S:1:pos:R:3 method="wB97M-V/def2-TZVPD" total_charge=0 relative_energy_kj_mol=230.9 homo_energy_ev=-8.378 e_lumo_ev=0.86 smiles="CNC(=S)NC" homo_lumo_gap_ev=9.24
C -1.21640 1.51445 1.53204
N -0.19067 1.47551 0.51006
C 0.09925 0.12989 -0.08397
S -1.03845 -1.03547 -0.15652
N 1.36594 0.08369 -0.52942
C 1.93227 -1.15305 -1.14187
H -1.38295 2.53790 1.85586
H -0.67481 0.75254 2.28637
H -2.11381 1.07864 1.27016
H -0.62039 2.04740 -0.16692
H 2.13020 0.88164 -0.33204
H 1.35357 -1.49186 -2.07016
H 1.98602 -2.11866 -0.64532
H 2.81977 -0.98218 -1.39523

Record 5
50
Properties=species:S:1:pos:R:3 method="wB97M-V/def2-TZVPD" total_charge=-2 homo_energy_ev=0.990 e_lumo_ev=3.99 homo_lumo_gap_ev=3.00
Hg -9.36188 3.46556 -7.93616
C -13.47247 5.14794 -8.58710
C -12.81680 3.88410 -7.95916
O -11.53667 3.74328 -8.34641
H -14.51506 4.98432 -8.88929
H -12.82918 5.46481 -9.41203
H -13.47768 5.99800 -7.89104
H -13.40447 2.98042 -8.22508
H -12.88919 4.08031 -6.86032
P -7.17705 1.81295 -8.42392
O -7.63406 0.40243 -7.96551
O -8.38678 2.24731 -9.42962
O -5.91403 1.69032 -9.27562
O -7.23402 2.96722 -7.33855
O -10.00008 1.97001 -5.99840
C -10.90395 1.20792 -5.92511
O -12.14432 1.51703 -5.46158
C -13.05640 0.44774 -5.76879
C -12.20115 -0.81377 -5.84793
C -10.81610 -0.25756 -6.28331
H -13.50467 0.70897 -6.73357
H -13.85898 0.43339 -5.03348
H -12.53304 -1.52116 -6.60705
H -12.13325 -1.26100 -4.85636
H -10.58704 -0.34993 -7.34413
H -10.05826 -0.78763 -5.71653
O -8.69440 5.75323 -8.81559
C -8.13024 6.74730 -9.11584
O -8.63801 7.64965 -10.01480
C -7.65945 8.64781 -10.30718
C -6.74156 8.66153 -9.09999
C -6.74782 7.20632 -8.63161
H -8.10134 9.62028 -10.52154
H -7.16278 8.32856 -11.23217
H -7.24101 9.26059 -8.33269
H -5.73135 9.05009 -9.22922
H -6.83478 7.16232 -7.54910
H -6.03683 6.50322 -9.05657
O -10.00463 5.14936 -6.06462
C -10.21003 5.79663 -5.09864
O -11.37453 5.66053 -4.37576
C -11.61441 6.80180 -3.57995
C -10.70693 7.91116 -4.14421
C -9.53221 7.11135 -4.69325
H -11.31084 6.64814 -2.53514
H -12.67313 7.04848 -3.58553
H -10.41617 8.60866 -3.35507
H -11.18574 8.52615 -4.90950
H -8.79456 6.95457 -3.90332
H -9.02362 7.46617 -5.58376

Record 6
9
Properties=species:S:1:pos:R:3 method="wB97M-V/def2-TZVPD" total_charge=0 relative_energy_kj_mol=233.9 homo_energy_ev=-10.626 e_lumo_ev=0.89 smiles="O/N=C/C(F)F" homo_lumo_gap_ev=11.51
O -1.88689 -0.40618 -1.11998
N -1.09469 -0.16134 -0.05403
C 0.12562 -0.03150 -0.36432
C 1.03185 0.25499 0.72580
F 1.62723 1.45968 0.51983
F 1.98331 -0.73064 0.61620
H -2.75232 -0.54201 -0.70290
H 0.49480 -0.16780 -1.35493
H 0.47109 0.32480 1.73434

Record 7
46
Properties=species:S:1:pos:R:3 method="wB97M-V/def2-TZVPD" total_charge=-1 homo_energy_ev=-2.195 e_lumo_ev=1.53 homo_lumo_gap_ev=3.72
Pd -0.26042 1.01920 -0.27872
C -2.80152 0.39341 1.34827
C -2.88235 1.74130 0.79592
C -4.01189 2.63505 0.96725
C -3.99282 3.85640 0.34704
C -2.93029 4.20643 -0.53880
C -2.97520 5.42594 -1.29442
Br -4.28288 6.77450 -1.14316
C -1.92513 5.69094 -2.16953
C -0.80999 4.82880 -2.27272
Br 0.54495 5.63055 -3.28171
C -0.74924 3.57496 -1.62184
O 0.22719 2.72599 -1.63809
C -1.87251 3.31738 -0.66765
N -1.84415 2.17575 0.01976
H -3.78600 -0.03019 1.37362
H -2.60560 0.24519 2.44720
H -2.06519 -0.22938 0.82648
H -4.82142 2.26625 1.64293
H -4.81500 4.52750 0.51838
H -1.92857 6.68885 -2.64534
N 0.75032 -8.39901 4.05194
C 0.87512 -7.31310 3.60101
C 0.96822 -6.06890 2.89755
C 2.07475 -5.88712 2.07008
C 2.21435 -4.79524 1.28278
C 1.26399 -3.76192 1.30516
C 0.12001 -3.90236 2.13642
C -0.02253 -5.06036 2.90829
N 1.48943 -2.52006 0.58565
C 2.48644 -2.15253 -0.36409
C 2.19815 -0.90385 -0.79499
N 0.95398 -0.55054 -0.20547
C 0.58332 -1.47841 0.63765
H 2.80249 -6.66449 1.97848
H 3.08850 -4.73246 0.66912
H -0.64619 -3.14646 2.24714
H -0.93749 -5.24274 3.50905
H 3.40114 -2.69180 -0.53391
H 2.58397 -0.20255 -1.56327
H -0.38556 -1.46007 1.19376
Cl 3.44787 2.61077 -3.48210
C 4.98818 1.84329 -4.12176
Cl 6.05291 2.61997 -5.17464
H 4.54942 0.85092 -4.23932
H 5.68723 1.54421 -3.32938

Record 8
85
Properties=species:S:1:pos:R:3 method="wB97M-V/def2-TZVPD" total_charge=+1 relative_energy_kj_mol=0.0 homo_energy_ev="-9.081 / -9.080" e_lumo_ev="-2.90 / -2.90" homo_lumo_gap_ev="6.18 / 6.18"
Sr -23.36863 -0.70921 -4.06622
C -19.22112 -2.45695 -0.70506
C -19.61573 -3.33486 -1.74311
C -20.94374 -3.37963 -2.17143
C -21.89762 -2.53315 -1.63531
C -21.53223 -1.72893 -0.55769
C -20.23499 -1.67856 -0.08992
N -23.20025 -2.35551 -2.23845
C -24.19853 -3.13323 -1.84447
C -24.17204 -4.19634 -0.84967
C -25.29712 -4.94077 -0.64671
C -26.53423 -4.56084 -1.07427
C -26.67243 -3.57990 -2.00240
C -25.51145 -2.80155 -2.34424
N -25.63602 -1.93846 -3.39702
N -26.64076 -1.89573 -4.10889
C -26.69022 -0.88929 -5.02034
C -27.95116 -0.66325 -5.56737
C -28.19438 0.23797 -6.50497
C -27.10559 0.99650 -6.86082
C -25.83131 0.75612 -6.35562
N -25.60447 -0.11373 -5.35712
H -18.19901 -2.47157 -0.32684
H -18.89403 -3.92161 -2.20448
H -21.21678 -4.12053 -2.96286
H -22.24471 -1.06088 -0.08326
H -20.01581 -1.12002 0.80307
H -23.24980 -4.63767 -0.51636
H -25.22000 -5.84323 -0.02609
H -27.32523 -5.24907 -0.72694
H -27.63962 -3.53529 -2.46287
H -28.72654 -1.24138 -5.19052
H -29.20958 0.37872 -6.81593
H -27.25929 1.91509 -7.48656
H -25.04977 1.35671 -6.61135
C -22.94321 -6.13085 -4.43904
C -24.18662 -5.57814 -5.23994
C -25.41517 -5.85987 -4.42161
C -24.46990 -6.20745 -6.72383
C -23.90197 -4.13846 -5.35494
N -23.72975 -3.00113 -5.23256
H -22.86615 -7.20828 -4.50504
H -22.88181 -5.93910 -3.32534
H -22.02178 -5.63258 -4.80678
H -25.58942 -6.92582 -4.65392
H -26.28678 -5.26838 -4.86939
H -25.32538 -5.70869 -3.34568
H -24.40326 -7.29428 -6.71141
H -23.93285 -5.81126 -7.53760
H -25.47350 -5.84834 -6.78347
O -21.24483 -0.29552 -5.05299
As -19.75449 0.35963 -5.47539
C -20.11287 1.12942 -7.20871
C -20.71952 2.41591 -7.45561
C -20.96382 2.80197 -8.76488
C -20.68614 1.90405 -9.80725
C -20.09486 0.68022 -9.62352
C -19.85960 0.27229 -8.28664
C -18.49052 -0.97106 -5.64634
C -17.15563 -0.76960 -5.33909
C -16.27518 -1.82241 -5.47656
C -16.74645 -3.05054 -5.93843
C -18.10964 -3.31148 -6.12807
C -18.97686 -2.24611 -5.96420
C -18.89218 1.65928 -4.29762
C -19.16930 1.66958 -2.95974
C -18.56131 2.64417 -2.21126
C -17.79779 3.67183 -2.78171
C -17.53043 3.63307 -4.11180
C -18.10041 2.62148 -4.89538
H -21.09765 3.09409 -6.64547
H -21.37951 3.73266 -9.08182
H -20.85305 2.18636 -10.84446
H -19.73964 0.07695 -10.51215
H -19.23696 -0.57908 -8.05499
H -16.70918 0.18819 -5.13484
H -15.14132 -1.68986 -5.43827
H -16.09394 -3.90712 -6.08984
H -18.35523 -4.32631 -6.48061
H -20.06089 -2.40353 -5.92568
H -19.71031 0.79946 -2.49394
H -18.81107 2.74980 -1.19279
H -17.34116 4.48597 -2.26424
H -17.04092 4.46267 -4.59524
H -17.91502 2.58100 -5.96820

| no. | calculated total energy (Eh) |
| --- | --- |
| 1 | -6084.52394 |
| 2 | -310.91137 |
| 3 | -4956.96116 |
| 4 | -626.73534 |
| 5 | -1869.66568 |
| 6 | -407.66725 |
| 7 | -7299.75962 |
| 8 | -4161.73264 |